(1)
{"formula": "C20H15AsCoN6S4", "method": "ωB97M-V/def2-TZVPD", "homo_energy_ev": [-4.591, -5.047], "homo_lumo_gap_ev": [6.4273, 5.1779], "spin_multiplicity": 5, "e_above_lowest_kcal_mol": 0.0, "charge": -1, "species": ["C", "C", "C", "H", "C", "H", "H", "C", "As", "H", "N", "C", "S", "H", "H", "H", "S", "C", "N", "H", "C", "S", "C", "C", "C", "C", "Co", "N", "H", "C", "S", "H", "C", "H", "N", "C", "C", "H", "H", "N", "N", "C", "H", "C", "H", "C", "C"], "positions_angstrom": [[-5.98, -2.32, 0.06], [-0.39, -2.73, 0.31], [0.87, -2.61, 0.34], [-2.76, 2.55, -3.99], [-3.91, -2.78, -1.05], [-3.65, 3.34, -1.79], [1.31, 2.73, -2.40], [-1.69, 3.23, -0.81], [5.21, -2.83, 2.11], [-2.10, -2.70, 2.38], [-0.82, 3.16, 1.19], [-4.60, -2.63, 0.16], [2.95, -3.11, 2.54], [2.11, 3.74, 0.28], [2.15, -0.62, 2.74], [0.52, -0.33, 2.05], [5.80, -0.76, 2.53], [-0.32, 2.98, -1.03], [-1.91, 3.28, 0.56], [1.45, 1.08, 2.80], [1.57, 2.90, 0.74], [6.35, -4.21, 3.18], [3.15, 1.59, -0.72], [3.45, 0.26, -0.83], [1.52, 0.16, 2.21], [-1.81, -2.89, 0.22], [2.76, -2.47, 0.47], [-7.11, -2.14, -0.17], [-4.50, -2.64, -1.98], [-0.68, 2.61, -3.32], [4.83, -2.83, -0.11], [3.44, 2.44, -1.34], [-3.94, -2.62, 1.39], [-1.99, -3.00, -1.93], [2.29, 1.68, 0.41], [-2.07, 2.73, -3.12], [2.14, 0.41, 0.94], [1.62, 3.06, 1.83], [-0.35, 2.42, -4.33], [2.78, -0.45, 0.18], [0.20, 2.93, 0.30], [-2.56, -2.73, 1.43], [-4.54, -2.53, 2.30], [-2.54, -2.89, -1.03], [4.13, -0.29, -1.47], [0.22, 2.74, -2.30], [-2.60, 3.10, -1.92]]}

=====

(2)
{"formula": "C5H4O2", "method": "ωB97M-V/def2-TZVPD", "homo_energy_ev": -8.583, "homo_lumo_gap_ev": 9.0740, "spin_multiplicity": 1, "e_above_lowest_kcal_mol": 105.2, "species": ["C", "H", "H", "C", "C", "H", "H", "O", "C", "C", "O"], "positions_angstrom": [[-0.29, -0.34, 1.10], [-2.22, -0.76, -0.04], [0.19, 1.71, -1.59], [-1.71, -0.20, 0.80], [-0.73, 0.84, 0.36], [2.49, -1.09, -0.57], [-2.38, -0.13, 1.62], [0.85, -0.83, 0.52], [1.19, 0.03, -0.45], [0.21, 1.00, -0.71], [2.40, -0.25, -1.05]]}

=====

(3)
{"formula": "C18H29EuN2", "method": "ωB97M-V/def2-TZVPD", "homo_energy_ev": [-14.759, -14.635], "homo_lumo_gap_ev": [8.1332, 5.0989], "spin_multiplicity": 7, "charge": 2, "species": ["H", "C", "H", "C", "H", "C", "H", "C", "H", "Eu", "C", "C", "H", "H", "H", "H", "H", "C", "H", "C", "C", "H", "C", "H", "C", "H", "C", "H", "C", "N", "N", "H", "H", "H", "C", "H", "C", "C", "H", "H", "H", "H", "H", "H", "C", "H", "H", "H", "C", "H"], "positions_angstrom": [[1.40, 4.88, -1.46], [0.58, -1.37, -1.87], [2.44, -2.38, -0.09], [0.22, -0.10, 4.69], [-3.61, -1.60, -1.58], [-0.90, 0.07, -3.44], [-0.84, -2.54, 1.78], [0.39, -2.09, -0.65], [-3.42, -0.52, -0.19], [0.63, 0.72, 0.12], [-1.58, -2.47, 0.98], [-1.08, 0.41, 4.99], [-1.88, 0.56, -3.42], [-0.83, 2.69, -1.89], [0.89, -0.46, 5.42], [-2.40, -1.83, 1.34], [-0.88, -0.61, -4.30], [1.90, -1.21, -2.57], [0.87, 4.31, -3.10], [-0.64, -0.71, -2.19], [-1.60, -1.02, -1.18], [-2.84, 1.26, 4.13], [1.31, 2.13, -1.23], [-1.40, 0.43, 6.03], [0.52, 4.47, -2.06], [2.06, -0.19, -2.96], [-1.32, 0.93, 2.65], [2.73, -1.45, -1.90], [0.67, -0.09, 3.33], [1.82, -0.67, 3.10], [-0.08, 0.49, 2.38], [1.95, -1.89, -3.43], [-0.14, 0.85, -3.62], [1.29, -2.59, 1.24], [-3.05, -0.74, -1.19], [1.42, 1.33, -2.04], [0.11, 3.08, -1.41], [-0.96, -1.90, -0.24], [-1.99, -3.49, 0.82], [-1.88, 1.32, 1.77], [-3.27, 0.12, -1.84], [2.03, 0.58, 1.77], [2.41, -1.03, 3.75], [-0.21, 5.26, -2.07], [-1.84, 0.89, 3.92], [2.26, -0.58, 1.99], [2.28, 2.57, -0.96], [-0.22, 3.38, -0.39], [1.44, -2.78, 0.16], [1.46, -3.88, -0.01]]}